Record 1
Entry from the OMol25 dataset: a molecular structure, C24H33ClI2P2SbSn (ωB97M-V/def2-TZVPD).

```
64
Properties=species:S:1:pos:R:3
I -0.647 1.795 -0.906
I -0.021 -1.552 -1.172
Sb -0.103 0.001 1.366
Sn 0.048 0.510 -5.688
Cl -0.013 -0.319 -7.891
P -2.366 -0.012 -2.815
P 2.277 0.088 -2.841
C -1.520 -2.745 2.130
C -3.294 1.309 -3.703
C 0.094 1.979 2.501
C 3.267 -1.275 -3.585
C 3.179 1.439 -3.708
C -3.264 -1.419 -3.598
C 2.311 -2.026 1.751
C -3.442 -0.015 -1.302
C -2.618 -3.613 2.346
C -0.994 2.407 3.254
C 0.894 4.251 2.312
C 3.718 -0.481 3.625
C 2.544 0.012 3.037
C -2.957 -0.828 2.500
C 3.485 -2.534 2.335
C 3.301 0.163 -1.290
C -0.216 4.710 3.035
C -3.856 -3.069 2.737
C -1.718 -1.371 2.189
C 1.086 2.877 2.098
C -1.143 3.777 3.526
C 1.832 -0.775 2.124
C -4.009 -1.682 2.846
C 4.173 -1.760 3.285
H -4.708 -3.730 2.910
H -2.829 -1.633 -4.580
H -4.973 -1.271 3.143
H 1.579 4.968 1.840
H 3.877 -3.509 2.036
H -0.375 5.783 3.185
H 3.094 2.359 -3.121
H 4.241 1.179 -3.791
H -3.135 0.244 2.432
H -0.546 -3.158 1.842
H 3.179 -2.165 -2.954
H 4.317 -0.966 -3.657
H 2.762 1.616 -4.704
H -3.345 -0.947 -0.733
H 5.088 -2.141 3.734
H -3.166 -2.299 -2.952
H 4.358 0.279 -1.574
H 4.271 0.151 4.331
H 2.204 1.012 3.295
H -3.212 2.257 -3.163
H -2.024 4.132 4.076
H 1.785 -2.604 0.989
H -4.325 -1.158 -3.713
H -2.896 1.440 -4.716
H 2.871 -1.489 -4.582
H 1.982 2.541 1.562
H -4.350 1.017 -3.759
H -3.147 0.811 -0.643
H 3.183 -0.736 -0.670
H 2.982 1.033 -0.703
H -4.484 0.135 -1.614
H -1.755 1.694 3.586
H -2.530 -4.688 2.167
```

Computed properties:
**Total charge**: +3
**Multiplicity**: 1
**Gap between HOMO and LUMO (alpha / beta)**: 4.47 / 4.50 eV

Results of the Mulliken charge analysis, in e, for atoms 1 through 5: -0.159, -0.064, 1.300, 1.330, -0.194



Record 2
Entry from the OMol25 dataset: a single C3H8N2O molecule (ωB97M-V/def2-TZVPD).

```
14
Properties=species:S:1:pos:R:3
O 2.208 0.617 -0.481
N 0.351 1.855 -0.922
N -0.806 -2.127 0.439
C 1.051 0.852 -0.208
C 0.148 0.156 0.810
C -0.874 -0.747 0.005
H -0.545 0.839 1.287
H 0.905 -0.309 1.443
H 0.171 -2.354 0.556
H -0.651 -0.517 -1.048
H 0.074 2.587 -0.266
H 1.021 2.327 -1.524
H -1.158 -2.808 -0.225
H -1.894 -0.370 0.134
```

Computed properties:
**Total charge**: 0
**Multiplicity**: 1
**SMILES**: NCCC(N)=O
**ΔE to the lowest compared entry with this formula, charge and spin**: 25.9 kcal per mole
**Gap between HOMO and LUMO**: 10.32 eV

Results of the Mulliken charge analysis, in e, for atoms 1 through 5: -0.584, -0.519, -0.603, 0.439, -0.535



Record 3
Entry from the OMol25 dataset: 2 unconnected molecules or ions with the total composition C5H10Cl4N2Si (ωB97M-V/def2-TZVPD).

```
22
Properties=species:S:1:pos:R:3
Cl 2.253 0.553 1.570
Cl 4.550 0.884 -0.916
Cl 1.804 -0.878 -1.481
Cl 4.028 -1.918 0.672
Si 3.134 -0.261 -0.065
N -1.104 -0.678 0.792
N -0.592 1.164 -0.147
C -0.549 0.511 0.986
C -1.142 -1.795 1.721
C -0.175 2.499 -0.313
C -1.184 0.453 -1.284
C -1.414 -0.933 -0.683
H -2.112 1.061 -1.608
H 0.463 2.738 0.634
H -0.595 0.391 -2.278
H -0.358 -2.534 1.528
H -0.893 -1.450 2.747
H -2.104 -2.411 1.706
H -1.195 3.013 -0.330
H -2.496 -1.471 -0.796
H 0.474 2.712 -1.262
H -0.792 -1.652 -1.192
```

Computed properties:
**Total charge**: 0
**Multiplicity**: 1
**ΔE to the lowest compared entry with this formula, charge and spin**: 7.6 kcal per mole
**Gap between HOMO and LUMO**: 8.54 eV

Results of the Mulliken charge analysis, in e, for atoms 1 through 5: -0.149, -0.201, -0.168, -0.232, 0.745



Energy readings, ordered: -85063.39249, -8268.20433, -66298.00276 eV